1.
Here is C7H13N in the gas phase from the OMol25 dataset. Energies are from ωB97M-V with the def2-TZVPD basis set.

SMILES: C#C[C@H](C)C[C@@H](C)N
frontier orbital gap: 0.3678 hartree
HOMO energy: -8.9405 eV
maximum force: 0.577 eV/Å
energy above the lowest of the compared OMol25 structures with the same formula, charge and spin: 1.673 eV
charge: 0
energy: -8958.26007 eV

Cartesian coordinates (Å):
C 0.39054 -0.01099 -1.08589
C -0.99971 0.41189 1.06769
C -0.14936 1.00459 -0.07170
C 1.34375 0.69934 -2.05992
C -2.04021 -0.59400 0.57341
N 1.00356 -1.13467 -0.39910
C -0.15938 -0.20230 2.08115
C 0.51599 -0.67398 2.94924
H -0.44694 -0.41875 -1.66572
H -1.52189 1.25081 1.54946
H 1.40341 -1.78215 -1.06959
H 1.74682 -0.81253 0.21148
H 0.69322 1.54022 0.37470
H -0.75530 1.73214 -0.61683
H 0.83751 1.51712 -2.56682
H 1.70594 0.00086 -2.81277
H 2.20131 1.10339 -1.52336
H -2.65249 -0.15011 -0.20912
H -2.68739 -0.89376 1.39481
H -1.54208 -1.47752 0.18537
H 1.11272 -1.10960 3.69353

Forces on the atoms, in the same order (eV/Å):
0.1335 0.3231 -0.1631
-0.1654 0.1344 -0.2966
-0.0559 -0.2345 -0.1157
-0.3145 -0.1907 0.1399
-0.0466 0.1048 0.0408
0.0874 -0.1997 -0.0388
0.0955 0.0544 0.4043
-0.1792 0.1330 -0.2111
0.0156 0.0902 0.0684
0.0803 -0.1282 -0.0590
0.0419 0.0478 0.0617
-0.0020 -0.0975 0.0210
-0.0005 0.0757 -0.0445
0.0327 0.0518 0.0139
-0.0259 0.1472 -0.1183
0.0458 -0.0300 -0.0674
0.0754 0.0318 0.0585
-0.0917 0.0270 -0.0846
-0.0594 -0.0358 0.0137
0.0120 -0.0713 -0.0424
0.3209 -0.2335 0.4194

Mulliken population analysis, charges in e, atoms 1 to 5:
1. C 0.33
2. C 0.72
3. C -1.27
4. C -1.54
5. C -1.57



2.
Here is 2 unconnected molecules or ions with the total composition C7H13N in a non-equilibrium geometry from the OMol25 dataset. Energies are from ωB97M-V with the def2-TZVPD basis set.

frontier orbital gap (spin up / spin down): 0.3291 / 0.2175 hartree
HOMO energy (spin up / spin down): -8.1345 / -6.8552 eV
maximum force: 1.408 eV/Å
energy above the lowest of the compared OMol25 structures with the same formula, charge and spin: 5.776 eV
charge: 0
energy: -8954.15657 eV

Cartesian coordinates (Å):
C -2.22465 -0.83285 0.24109
C 1.28651 -1.67362 -0.45548
C -0.87853 2.16621 -0.44418
C 1.88022 1.17080 -0.12057
C -0.76841 -0.40673 0.14064
C 0.22829 -1.55077 0.45687
C -0.45369 0.81059 -0.14044
N -0.02347 -2.14598 1.58122
H 0.55291 -2.98250 1.66713
H -2.33338 -1.34508 1.19831
H -2.91760 0.00541 0.17614
H -2.44960 -1.54690 -0.55413
H 2.17023 -2.23442 -0.17794
H 1.13037 -1.47201 -1.50766
H 1.51532 0.04490 -0.24803
H -0.42534 2.89557 0.23257
H -0.63713 2.45422 -1.47038
H 1.63624 1.68802 0.80288
H 1.73744 1.81546 -0.98365
H 2.94208 0.90387 -0.07354
H -1.96782 2.23580 -0.32086

Forces on the atoms, in the same order (eV/Å):
0.1778 -0.2037 0.1355
0.2126 -0.7559 -0.1700
-0.5052 0.0493 0.0459
0.8975 -1.0404 -0.0754
-0.5341 -0.5662 0.0851
-0.9582 0.9505 0.4024
0.3075 0.1860 -0.1509
0.1669 -0.2287 -0.5122
0.1853 0.0738 0.1025
-0.1444 0.0158 -0.0587
0.0724 -0.0095 -0.0006
-0.0590 -0.0005 0.0324
0.0488 0.0455 0.0004
-0.0121 0.0982 0.0739
0.1853 1.3165 0.1398
0.0215 -0.0596 -0.0373
0.0183 -0.0441 0.0600
-0.1525 -0.1740 -0.0113
-0.1275 -0.1374 -0.0190
0.1872 0.3346 0.0107
0.0119 0.1499 -0.0534

Mulliken population analysis, charges in e, atoms 1 to 5:
1. C -1.44
2. C -1.21
3. C -1.43
4. C -1.07
5. C 0.89



3.
Here is a gas-phase ion, C7H13N (charge +1) in a non-equilibrium geometry from the OMol25 dataset. Energies are from ωB97M-V with the def2-TZVPD basis set.

frontier orbital gap (spin up / spin down): 0.3671 / 0.1646 hartree
HOMO energy (spin up / spin down): -13.6182 / -12.9626 eV
maximum force: 2.520 eV/Å
spin multiplicity: 2
energy above the lowest of the compared OMol25 structures with the same formula, charge and spin: 2.411 eV
charge: +1
energy: -8949.27259 eV

Cartesian coordinates (Å):
C 0.71033 1.35685 -1.70868
C 0.84392 -0.14599 -1.63332
C 0.67726 -0.79389 -0.15897
C -0.17601 -0.05551 0.81292
C -1.44489 0.29258 0.53864
C -0.43486 -0.27269 3.28495
C 0.30729 -0.04565 2.21811
N -0.20262 -0.77762 -2.45248
H -0.30913 1.64055 -1.48634
H 0.83389 1.71127 -2.73828
H 1.46056 1.84988 -1.09010
H 1.75807 -0.63463 -1.96085
H 0.20787 -1.77458 -0.19172
H 1.70066 -0.84910 0.21825
H -1.94154 0.34205 -0.42436
H -2.14328 0.48699 1.34680
H -1.49916 -0.53328 3.24881
H -0.14291 -0.11103 4.30122
H 1.32119 0.30861 2.42601
H -1.10725 -0.31419 -2.50868
H -0.41937 -1.68062 -2.04194

Forces on the atoms, in the same order (eV/Å):
0.6326 -0.0407 -0.8011
-2.2109 -0.7645 -0.9367
0.5740 0.7586 0.5546
-0.2851 -0.8232 0.3055
-0.8566 -0.0036 0.3139
-1.7817 0.0235 0.1233
0.6834 1.1327 0.0807
-0.0634 0.2046 2.2968
-0.0429 0.1915 0.6176
0.3822 -0.2461 0.0866
-0.3248 0.1056 0.0829
0.4979 0.4051 -0.0424
0.5597 -0.2595 -0.4488
-0.1373 -0.3033 0.0899
0.4802 -0.0427 -0.2577
0.2307 0.2674 0.0581
0.3697 -0.1427 -0.3867
0.7984 -0.0870 0.2554
-0.0292 -0.3417 -0.4932
0.2355 0.5953 -0.6063
0.2876 -0.6292 -0.8926

Mulliken population analysis, charges in e, atoms 1 to 5:
1. C -1.29
2. C 0.32
3. C -0.95
4. C 1.19
5. C -1.02



4.
Here is a gas-phase ion, C7H13N2 (charge +1) in a non-equilibrium geometry from the OMol25 dataset. Energies are from ωB97M-V with the def2-TZVPD basis set.

SMILES: CN/C=C\[N+](C)=C1CC1
frontier orbital gap (spin up / spin down): 0.2903 / 0.2903 hartree
HOMO energy (spin up / spin down): -11.9414 / -11.9411 eV
maximum force: 5.505 eV/Å
energy above the lowest of the compared OMol25 structures with the same formula, charge and spin: 4.596 eV
charge: +1
energy: -10439.60136 eV

Cartesian coordinates (Å):
C -0.91101 0.44174 0.09658
C -0.54263 1.64260 -0.42912
C -0.45840 -3.15851 1.05395
C -1.82727 -2.39292 1.55866
C -0.66080 -1.69115 1.01979
C 0.97203 -1.10833 -0.47311
C 0.92748 3.30979 -1.33724
N -0.23655 -0.74647 0.25262
N 0.70263 1.93002 -0.85198
H -1.94048 0.44426 0.52145
H -1.23979 2.42925 -0.27046
H 0.10559 -3.47146 1.99557
H -0.25351 -3.77445 0.11781
H -2.65737 -2.34814 0.88379
H -2.08695 -2.44422 2.53601
H 1.35078 -2.04232 -0.23195
H 0.59010 -1.02578 -1.52296
H 1.72742 -0.22362 -0.14756
H 1.97505 3.52438 -0.91421
H 0.88999 3.33404 -2.40777
H 0.29037 4.05951 -0.98572
H 1.43191 1.46677 -1.29391

Forces on the atoms, in the same order (eV/Å):
-2.8700 1.6886 0.2294
1.9974 -3.2114 0.8595
0.1532 0.8469 1.6073
2.0867 0.0393 -3.8989
-0.1652 -1.6895 -0.3029
0.6015 5.3532 -1.1320
3.1249 -0.8228 0.8715
-0.0972 -2.1138 1.5438
-1.8138 4.2405 -0.2169
1.0333 -0.3513 -0.3099
-0.2578 0.6838 -0.3409
-0.7560 0.1441 -1.4977
-0.7947 0.9284 1.3582
-0.5039 -0.1385 -0.3173
-0.3356 -0.2077 2.9471
0.4674 -1.5436 0.5350
1.2656 -0.1263 0.4888
-1.3183 -2.4088 -1.2772
-1.4294 0.2902 -1.1434
0.2978 0.1026 -0.6534
-1.2518 0.7281 0.9500
0.5659 -2.4320 -0.2999

Mulliken population analysis, charges in e, atoms 1 to 5:
1. C -0.11
2. C -0.25
3. C -0.65
4. C -0.76
5. C 0.76



5.
Here is a gas-phase ion, C7H13N2 (charge +1) in a non-equilibrium geometry from the OMol25 dataset. Energies are from ωB97M-V with the def2-TZVPD basis set.

SMILES: CN1C=C[N@H+](C)C12CC2
frontier orbital gap: 0.3422 hartree
HOMO energy: -12.1642 eV
maximum force: 3.804 eV/Å
energy above the lowest of the compared OMol25 structures with the same formula, charge and spin: 3.953 eV
charge: +1
energy: -10440.24431 eV

Cartesian coordinates (Å):
C 0.30945 -1.92103 0.28861
C -0.60541 -1.40999 1.18168
C -0.07616 1.48190 -0.83006
C 1.07006 1.54598 0.22278
C 0.20243 0.33524 0.06829
C 1.81408 -0.90595 -1.41775
C -2.19694 0.31221 0.63982
N 0.73527 -0.90568 -0.52804
N -0.80359 0.03270 1.05135
H 0.44806 -3.01128 0.05990
H -1.10943 -1.91814 1.87860
H -0.83429 2.21644 -0.39742
H 0.19822 1.39706 -1.88690
H 2.06804 1.46166 0.00623
H 0.76990 2.34474 0.86563
H 1.94031 -1.77576 -1.95379
H 1.91155 -0.04261 -2.05617
H 2.69443 -0.80079 -0.79608
H -2.38129 0.14645 -0.45781
H -2.90385 -0.39483 1.15371
H -2.54122 1.31976 0.99423
H -0.70963 0.49192 1.91316

Forces on the atoms, in the same order (eV/Å):
-2.0776 0.9193 0.1482
2.9972 -1.0058 -2.1162
0.5771 1.2212 0.7649
-2.5591 -0.1169 -0.3671
1.4053 1.7211 -1.8950
2.2980 1.8801 1.3948
-2.8831 -0.0328 -0.2936
-2.5877 0.3192 1.4688
-1.2204 -2.4876 -1.1705
0.2456 1.3916 0.4715
-1.9190 -1.6230 2.4554
0.7471 -1.2503 -1.6895
-0.6480 0.2129 0.4360
2.1807 -0.1089 -0.6838
0.3821 -0.1157 1.0443
-0.2504 -1.9456 -1.2749
-0.7759 0.2093 -0.4539
0.8829 -0.1788 -0.0012
0.6149 0.3785 1.1691
0.9978 0.4571 -0.2720
0.6582 -0.7016 -0.6736
0.9340 0.8568 1.5385

Mulliken population analysis, charges in e, atoms 1 to 5:
1. C -0.25
2. C -0.77
3. C -0.65
4. C -0.92
5. C 0.31



6.
Here is a gas-phase ion, C7H13N2 (charge +1) in a non-equilibrium geometry from the OMol25 dataset. Energies are from ωB97M-V with the def2-TZVPD basis set.

frontier orbital gap (spin up / spin down): 0.2339 / 0.2339 hartree
HOMO energy (spin up / spin down): -10.8923 / -10.8917 eV
maximum force: 4.428 eV/Å
energy above the lowest of the compared OMol25 structures with the same formula, charge and spin: 7.183 eV
charge: +1
energy: -10437.01474 eV

Cartesian coordinates (Å):
C -3.82757 -1.01737 -0.10395
C -2.86962 -0.31194 0.08281
C 0.50428 1.07827 0.73116
C 1.03954 1.35726 -0.67378
C 1.11713 -1.13520 -0.82554
C -1.64227 0.42440 0.10367
C -0.61510 -0.92307 1.77479
N -0.56587 0.09238 0.68430
N 0.91212 0.21973 -1.61560
H -4.68594 -1.48114 -0.35220
H 1.38356 0.82466 1.33429
H 0.17543 2.03026 1.09248
H 0.58654 2.14318 -1.24595
H 2.16334 1.42310 -0.73450
H 2.11726 -1.05896 -0.52171
H 0.89759 -1.86921 -1.52190
H -1.89960 1.34740 -0.49575
H 0.00712 -1.72912 1.57505
H -0.32168 -0.31818 2.69012
H -1.68532 -1.30034 1.83894
H 0.02576 0.19576 -2.10478
H 1.62997 0.28930 -2.43663

Forces on the atoms, in the same order (eV/Å):
2.4346 1.9354 0.4878
0.7630 -0.9777 0.1781
1.6423 0.2444 -1.2401
1.9795 -0.6483 -1.9007
-1.5336 2.8658 0.2992
-3.8944 1.2369 -1.7060
-2.1424 1.7898 1.2159
0.9492 -0.3717 1.3383
1.3783 -2.2600 -1.1503
-2.3608 -1.4720 -0.4771
-0.7925 -0.7611 0.0978
-0.6834 0.4651 0.5038
-0.1139 1.1004 0.4759
-1.1497 0.8781 0.9500
1.5742 -0.2955 0.3812
-0.1646 -1.6883 -1.2293
1.6998 -0.5640 0.7403
1.3508 -1.1023 -0.3714
-0.4586 -1.1366 -0.8459
1.4434 0.6101 0.1419
-0.4473 -0.0519 0.2016
-1.4737 0.2035 1.9088

Mulliken population analysis, charges in e, atoms 1 to 5:
1. C 0.25
2. C -1.13
3. C -0.79
4. C -0.61
5. C -1.12